The following is a quantum chemistry calculation of a 2-piece molecular cluster, C8H9N2O2 overall, from the Open Molecules 2025 dataset.

Geometry as XYZ:
```
21
Properties=species:S:1:pos:R:3:forces:R:3:nbo_charge:R:1
C -0.0387 -1.2202 1.5153 3.78 -1.14 -0.39 -0.35
C -0.4714 -2.2298 0.5375 0.15 0.63 2.26 -0.20
C -0.5082 0.0561 1.4956 -0.73 0.26 0.91 -0.14
C -1.5482 -2.0014 -0.2703 0.75 1.68 1.64 -0.27
C -1.6849 0.2456 0.7923 0.60 1.14 0.75 -0.30
C -2.2511 -0.7274 0.0115 0.17 -3.72 -2.53 0.13
C -2.5906 1.3329 0.7466 1.07 2.04 1.05 0.54
C 1.0190 0.6629 -1.4323 -1.22 -2.23 -0.21 -0.87
N -3.4041 -0.3875 -0.5095 0.91 0.05 0.80 0.26
N -2.4919 2.5574 1.2016 -0.33 -0.60 -0.47 -0.82
O -4.2184 -0.9055 -1.3375 -0.19 0.23 0.16 -0.61
O -3.6798 0.9052 0.1036 -1.66 0.91 -0.87 -0.36
H 1.0546 -1.3257 1.9415 -2.34 -0.28 -0.48 0.18
H 0.0209 -3.2080 0.7193 -0.24 0.62 -1.05 0.20
H -0.0870 0.8453 2.1528 -0.25 -0.54 -0.67 0.20
H -1.7109 -2.6585 -1.0684 -1.06 -0.74 -0.89 0.22
H 1.5390 0.8000 -2.3781 0.64 -0.14 0.30 0.20
H -0.0369 0.8268 -1.7231 0.40 0.02 0.67 0.23
H 1.0838 -0.4006 -0.9895 0.00 1.51 -1.11 0.23
H 1.3276 1.2918 -0.6316 0.22 0.90 0.28 0.21
H -1.5449 2.7542 1.5606 -0.65 -0.59 -0.15 0.32
```
Forces are in eV/Å.

Computed properties:
- orbital gap (eV) = 6.0
- energy relative to the best compared isomer or geometry (same formula, charge and spin) (kcal/mol) = 76.4
- net charge = -1
- LUMO (Ha) = 0.131
- energy (eV) = -15514.1145
- largest force on an atom (eV Å⁻¹) = 4.5


The following is a quantum chemistry calculation of C22H37AuN3O4S3Si2Te as an isolated structure, from the Open Molecules 2025 dataset.

Geometry as XYZ:
```
73
Properties=species:S:1:pos:R:3:forces:R:3:lowdin_spin:R:1
Au 1.4068 -1.4962 -1.0012 1.21 -0.20 0.04 0.14
C 2.1882 4.3864 1.3068 -0.06 0.01 -0.05 0.00
C 2.8200 3.1085 0.8567 0.05 -0.03 -0.12 0.00
C 2.5314 1.9106 1.5012 0.07 -0.09 -0.09 0.00
C 3.1381 0.7306 1.1105 0.05 -0.03 0.20 0.00
C 4.0065 0.7380 0.0382 0.39 -0.28 -0.20 0.00
C 4.2910 1.9120 -0.6318 0.04 0.02 -0.09 0.00
C 3.7028 3.0941 -0.2165 0.03 -0.10 0.06 0.00
S 4.7419 -0.8028 -0.4967 -1.84 -1.65 0.08 0.00
O 5.8434 -1.1680 0.3424 0.18 0.30 0.17 0.00
O 5.0387 -0.6273 -1.9116 0.27 0.66 -0.45 0.00
N 3.5370 -1.9157 -0.4223 0.35 3.16 -2.56 -0.01
C 3.6626 -2.9196 0.4958 -1.50 -1.42 3.78 0.00
C 2.6587 -2.7013 1.8667 4.33 -1.28 -3.31 0.00
O 3.1452 -3.1857 2.8465 -0.31 -0.62 2.43 0.00
O 1.6329 -2.0925 1.5932 -3.42 1.58 -0.02 0.00
H 1.9430 4.3297 2.3625 -0.07 0.10 0.15 0.00
H 1.2686 4.5664 0.7530 -0.11 0.10 -0.03 0.00
H 2.8521 5.2309 1.1424 0.03 0.09 0.02 0.00
H 1.8281 1.8915 2.3214 -0.02 0.07 0.19 0.00
H 2.9519 -0.1875 1.6426 -0.18 -0.12 0.03 0.00
H 4.9637 1.8926 -1.4751 0.09 0.02 -0.09 0.00
H 3.9357 4.0131 -0.7340 0.02 0.13 -0.03 0.00
H 4.6664 -3.0186 0.9146 -0.20 -0.29 -0.19 0.00
H 3.2331 -3.8604 0.1388 0.54 -0.17 -0.30 0.00
C 0.0363 1.1793 -4.9222 -0.59 0.20 0.03 0.00
N 1.3654 0.7028 -4.6774 0.69 -0.25 0.43 0.01
C 2.2689 0.2806 -5.6194 0.33 -0.14 -0.35 0.00
C 3.3530 -0.1832 -4.9588 -0.01 -0.04 -0.22 0.00
N 3.1163 -0.0426 -3.6211 -0.75 0.38 -0.54 0.00
C 1.8981 0.5014 -3.4504 0.34 -0.13 -0.41 0.01
S 1.1443 0.9260 -2.0087 -0.62 -0.54 1.14 0.07
H -0.0335 1.5415 -5.9450 0.02 -0.01 0.01 0.00
H -0.1900 1.9859 -4.2263 0.00 -0.02 -0.11 0.00
H -0.6911 0.3791 -4.7633 0.05 0.06 -0.04 0.00
H 2.0732 0.3679 -6.6679 -0.04 -0.04 -0.18 0.00
H 4.2698 -0.6046 -5.3122 0.17 -0.05 -0.16 0.00
H 3.8060 -0.2914 -2.8873 0.15 -0.04 0.38 0.00
S -0.3371 -3.8432 -0.3559 -0.23 2.82 -0.81 0.29
C -0.5393 -2.1987 -0.6178 1.03 -2.53 0.57 0.35
C -1.2387 3.1403 0.5440 -0.46 -0.55 0.27 0.00
Si -2.5419 1.8467 1.0490 -0.46 0.54 -0.05 0.00
C -2.4738 1.4446 2.9079 0.06 0.01 -0.67 0.00
C -4.2940 2.4612 0.6055 0.68 -0.24 0.17 0.00
C -2.1975 0.2671 0.0519 0.06 0.26 0.56 0.00
Te -0.6884 -0.9008 1.0239 -0.92 -0.14 0.55 0.10
C -1.9241 -2.1893 2.2332 0.01 0.22 -0.48 0.01
Si -3.6691 -2.7172 1.6631 -0.58 -0.08 0.27 0.00
C -4.8591 -1.3827 2.3505 0.44 -0.57 -0.37 0.00
C -3.8738 -2.9587 -0.2142 0.25 0.17 0.60 0.00
C -4.0288 -4.3882 2.5094 0.21 0.70 -0.27 0.00
H -0.9637 3.7716 1.3835 0.06 0.09 0.15 0.00
H -1.6209 3.7848 -0.2426 -0.10 0.05 -0.16 0.00
H -0.3406 2.6557 0.1662 0.20 -0.05 0.00 0.00
H -2.5604 2.3300 3.5292 0.08 0.22 0.03 0.00
H -1.5418 0.9423 3.1622 0.20 0.05 0.17 0.00
H -3.2825 0.7804 3.1907 -0.19 -0.16 0.00 0.00
H -4.4931 3.4215 1.0708 0.00 0.21 0.12 0.00
H -5.0663 1.7738 0.9388 -0.08 -0.17 0.08 0.00
H -4.4077 2.5874 -0.4677 0.05 0.02 -0.19 0.00
H -1.7606 0.5177 -0.9127 0.11 0.02 -0.16 0.00
H -3.0855 -0.3304 -0.1143 -0.11 -0.13 0.03 0.00
H -1.9686 -1.7088 3.2077 -0.04 0.06 0.14 0.00
H -1.2814 -3.0618 2.3287 0.22 -0.08 0.01 0.00
H -4.6838 -0.4113 1.8965 0.02 0.14 -0.09 0.00
H -4.7366 -1.2794 3.4267 0.09 0.00 0.13 0.00
H -5.8969 -1.6460 2.1718 -0.19 -0.10 -0.10 0.00
H -3.2629 -2.2745 -0.7964 0.01 0.06 -0.12 0.00
H -4.9114 -2.8354 -0.5146 -0.17 0.04 0.05 0.00
H -3.5628 -3.9624 -0.4896 0.05 -0.17 -0.02 0.00
H -3.9661 -4.3276 3.5917 0.04 0.08 0.18 0.00
H -3.3183 -5.1403 2.1793 0.15 -0.12 -0.09 0.00
H -5.0242 -4.7415 2.2591 -0.21 -0.02 -0.11 0.00
```
Forces are in eV/Å.

Computed properties:
- orbital gap (alpha / beta) (eV) = 4.5 / 4.1
- energy relative to the best compared isomer or geometry (same formula, charge and spin) (kcal/mol) = 24.4
- net charge = 0
- LUMO (alpha / beta) (Ha) = -0.069 / -0.084
- spin multiplicity = 2
- energy (eV) = -95318.8193
- <S²> = 0.77
- largest force on an atom (eV Å⁻¹) = 5.6


The following is a quantum chemistry calculation of C22H46F8N4NbO4 as an isolated structure, from the Open Molecules 2025 dataset.

Geometry as XYZ:
```
85
Properties=species:S:1:pos:R:3:forces:R:3:mulliken_charge:R:1
C -5.2561 -2.0512 -3.4211 -0.05 -0.11 0.02 -1.46
C -4.6783 -1.4224 -4.6935 -0.24 0.22 -0.11 1.19
C -5.8346 -0.9122 -5.5722 0.03 0.15 0.12 -1.73
C -3.7915 -2.4184 -5.4767 -0.10 -0.34 -0.17 -0.49
C -2.3003 -2.0632 -5.6289 0.27 0.80 0.10 -1.19
Nb -1.1227 -1.5893 -3.8196 0.26 -1.14 -1.63 -0.67
C -0.5049 -3.6246 -3.0203 -0.93 -0.13 0.64 -0.94
C -1.5614 -4.6828 -2.7457 0.11 -0.29 0.04 -0.22
F -2.5105 -4.2503 -1.7834 0.28 -0.15 -0.41 -0.29
C 0.2268 -0.2753 -2.3949 0.09 0.14 0.15 0.50
F 1.5958 -0.3292 -2.7057 -0.40 -0.06 0.20 -0.34
F 0.1523 -0.9315 -1.1468 0.02 0.26 -0.56 -0.30
C -0.0142 1.2085 -2.0351 -0.18 0.55 0.11 0.76
F 0.6615 1.5568 -0.8786 -0.18 -0.28 -0.22 -0.31
F -1.3291 1.4587 -1.8137 0.53 -0.15 0.06 -0.29
C 0.4864 2.2939 -3.0403 0.03 -0.36 -0.07 0.49
F 0.2363 3.5187 -2.5466 -0.12 -0.06 0.05 -0.27
F 1.8186 2.2081 -3.1926 -0.18 0.14 -0.22 -0.22
F -0.0900 2.2161 -4.2359 0.12 -0.09 0.15 -0.23
H -4.4884 -2.1928 -2.6520 -0.12 0.02 -0.14 0.20
H -6.0669 -1.4342 -3.0059 0.26 -0.08 -0.03 0.40
H -5.6848 -3.0385 -3.6595 0.05 0.23 0.06 0.36
H -4.0632 -0.5536 -4.4227 -0.07 -0.20 0.02 0.02
H -5.4750 -0.5651 -6.5486 -0.06 -0.11 0.11 0.43
H -6.5828 -1.7026 -5.7241 0.14 0.09 -0.09 0.35
H -6.3447 -0.0627 -5.0954 0.08 -0.21 -0.04 0.41
H -4.2076 -2.4983 -6.4956 0.04 -0.14 0.22 0.35
H -3.8918 -3.4281 -5.0394 0.04 0.32 -0.03 0.21
H -2.1871 -1.2827 -6.3968 0.03 -0.19 0.17 0.44
H -1.7502 -2.9477 -6.0107 0.02 0.10 0.12 0.44
H -2.3119 -1.5789 -2.4330 0.70 0.56 0.27 0.15
H -1.8373 0.0807 -4.0679 -0.41 -0.41 0.50 0.04
H 0.3987 -1.2782 -4.8459 0.10 0.27 0.50 0.00
H 0.1048 -3.5028 -2.1093 -0.02 0.03 -0.29 0.35
H 0.1488 -4.0235 -3.8194 -0.09 0.23 0.05 0.38
H -1.1349 -5.6193 -2.3398 -0.17 0.26 0.00 0.22
H -2.1323 -4.9546 -3.6468 0.10 0.16 0.17 0.31
C -1.5711 2.6404 3.5752 -0.02 0.01 0.03 0.09
O -2.2888 1.8418 3.0099 -0.04 -0.03 -0.02 -0.58
N -0.6953 3.4618 2.9660 0.11 0.14 -0.05 0.23
C 0.1241 4.3892 3.7151 0.01 -0.09 -0.04 -0.89
C -0.5496 3.4147 1.5171 -0.09 -0.07 0.10 -1.00
H -1.5758 2.7694 4.6732 -0.01 -0.01 0.01 0.26
H -0.0728 5.4203 3.4140 -0.01 0.02 0.02 0.31
H 1.1850 4.1808 3.5553 0.02 0.02 0.03 0.33
H -0.0908 4.2959 4.7778 0.01 0.04 0.02 0.24
H -1.4908 3.6521 1.0210 -0.02 0.01 0.01 0.29
H -0.2443 2.4252 1.1844 0.01 -0.02 0.02 0.29
H 0.2049 4.1424 1.2283 0.01 -0.01 -0.06 0.41
C 5.1578 1.6161 0.9885 -0.02 -0.02 0.00 0.14
O 5.6088 2.1794 1.9718 0.01 0.00 0.04 -0.63
N 4.8371 2.2347 -0.1593 0.04 0.04 -0.08 0.17
C 4.2981 1.5271 -1.3092 -0.03 0.05 0.14 -0.87
C 5.0313 3.6699 -0.2425 -0.03 -0.02 -0.02 -0.96
H 4.9702 0.5304 0.9595 0.00 -0.01 0.01 0.28
H 4.9572 1.6357 -2.1727 0.01 0.00 -0.01 0.33
H 3.3104 1.9056 -1.5670 0.07 -0.07 0.04 0.27
H 4.2079 0.4696 -1.0716 -0.04 -0.02 -0.01 0.32
H 6.0783 3.9322 -0.0852 0.02 -0.02 0.00 0.32
H 4.4436 4.1873 0.5164 -0.02 -0.01 0.01 0.27
H 4.7170 4.0035 -1.2285 0.00 0.03 -0.01 0.37
C 1.5449 4.4307 7.5069 -0.05 -0.04 -0.05 0.14
O 1.1241 5.5071 7.1300 -0.02 0.03 0.00 -0.60
N 2.8406 4.0654 7.4665 0.07 0.03 0.01 0.11
C 3.2912 2.7664 7.9160 -0.01 0.01 -0.03 -0.90
C 3.8055 5.0160 6.9402 0.01 -0.03 0.00 -0.91
H 0.8841 3.6454 7.9120 0.01 -0.01 0.02 0.29
H 4.0062 2.8584 8.7362 -0.01 0.02 0.02 0.33
H 3.7659 2.2109 7.1052 -0.01 0.01 -0.02 0.33
H 2.4342 2.1952 8.2678 0.00 -0.03 0.01 0.29
H 3.8067 5.9337 7.5286 -0.01 0.00 0.02 0.30
H 3.5665 5.2821 5.9107 -0.01 -0.02 -0.01 0.26
H 4.7931 4.5629 6.9729 0.02 0.01 -0.02 0.39
C -0.7546 -7.0181 0.8716 0.01 0.01 0.01 0.08
O -0.2111 -8.0632 1.1871 -0.01 -0.04 -0.01 -0.63
N -0.4696 -5.8224 1.4149 0.00 0.03 0.01 0.16
C -1.1486 -4.6045 1.0080 0.05 -0.02 0.08 -0.92
C 0.5547 -5.7629 2.4395 -0.01 0.04 -0.01 -0.97
H -1.5402 -6.9636 0.1004 -0.01 0.00 -0.01 0.33
H -0.4419 -3.8755 0.6082 0.00 0.00 -0.04 0.40
H -1.6657 -4.1511 1.8560 -0.01 0.00 0.00 0.34
H -1.8764 -4.8301 0.2338 0.02 0.03 0.01 0.22
H 1.5120 -6.1181 2.0565 0.00 0.00 -0.03 0.30
H 0.2905 -6.3875 3.2940 -0.03 0.00 0.00 0.28
H 0.6575 -4.7300 2.7636 0.02 0.01 0.02 0.39
```
Forces are in eV/Å.

Computed properties:
- orbital gap (eV) = 7.5
- net charge = -1
- LUMO (Ha) = 0.072
- energy (eV) = -60997.3702
- largest force on an atom (eV Å⁻¹) = 2.0


The following is a quantum chemistry calculation of C2H3InLiO2 as an isolated structure, from the Open Molecules 2025 dataset.

Geometry as XYZ:
```
9
Properties=species:S:1:pos:R:3:forces:R:3:lowdin_spin:R:1
H -0.6112 -1.1522 3.1103 -0.23 -0.79 -2.06 0.01
O -0.2101 -0.6474 -1.1104 -0.54 -2.33 -1.11 0.17
C 0.0602 0.6051 -1.0521 1.15 1.90 0.06 0.37
C 0.3375 1.1503 0.2323 -0.40 1.34 -0.01 0.23
O 0.3002 0.3827 1.2482 1.04 2.38 -0.08 0.18
Li 0.0317 -2.4481 -1.6291 0.24 -0.21 -1.45 0.00
In -0.5414 -1.3176 0.8022 -1.37 -1.67 4.49 0.01
H 0.1956 1.1924 -1.9674 -0.25 -0.29 0.18 0.01
H 0.4375 2.2348 0.3660 0.34 -0.33 -0.02 0.01
```
Forces are in eV/Å.

Computed properties:
- orbital gap (alpha / beta) (eV) = 6.2 / 7.4
- energy relative to the best compared isomer or geometry (same formula, charge and spin) (kcal/mol) = 14.7
- net charge = +2
- LUMO (alpha / beta) (Ha) = -0.449 / -0.447
- spin multiplicity = 2
- energy (eV) = -11574.1815
- <S²> = 0.75
- largest force on an atom (eV Å⁻¹) = 5.0


The following is a quantum chemistry calculation of the molecule C5H9O2P, from the Open Molecules 2025 dataset.

Geometry as XYZ:
```
17
Properties=species:S:1:pos:R:3:forces:R:3:nbo_charge:R:1
C -1.6889 1.0179 -1.2233 4.60 0.23 2.41 -0.62
C -0.6828 -0.1184 -0.8010 0.01 -0.06 1.01 0.21
O -1.2512 -1.4447 -1.0049 1.50 0.88 -1.15 -0.71
C -0.2430 -0.0530 0.6729 3.65 1.10 -2.56 -0.33
C 1.1073 0.1647 0.5237 -1.41 -0.52 -3.98 0.35
O 2.3550 0.2800 1.1554 -2.77 0.41 -1.34 -0.77
P 2.6103 -0.4428 2.5965 1.15 -1.84 0.03 0.67
C 0.7623 -0.0517 -1.3230 0.87 2.97 3.24 -0.39
H -2.5972 0.6467 -1.1278 -4.44 -1.73 0.27 0.20
H -1.5475 1.3751 -2.1885 0.41 0.66 -1.71 0.22
H -1.6070 1.8089 -0.4587 0.12 0.02 -0.62 0.22
H -2.0808 -1.4177 -0.5700 -1.32 -0.20 0.58 0.46
H -0.9457 -0.1592 1.3907 -1.65 -0.33 2.93 0.19
H 1.7858 -1.6193 2.3421 0.25 0.70 0.50 -0.06
H 1.7826 0.1881 3.4972 -1.06 0.43 0.29 -0.08
H 1.0679 0.8281 -1.9945 -0.42 -1.62 0.98 0.22
H 1.1728 -1.0028 -1.4867 0.52 -1.08 -0.87 0.22
```
Forces are in eV/Å.

Computed properties:
- orbital gap (eV) = 9.9
- energy relative to the best compared isomer or geometry (same formula, charge and spin) (kcal/mol) = 101.5
- structure (SMILES) = C[C@]1(O)C=C(OP)C1
- net charge = 0
- LUMO (Ha) = 0.029
- energy (eV) = -18710.4840
- largest force on an atom (eV Å⁻¹) = 5.2


The following is a quantum chemistry calculation of the molecule C3H9O3P, from the Open Molecules 2025 dataset.

Geometry as XYZ:
```
16
Properties=species:S:1:pos:R:3:forces:R:3:nbo_charge:R:1
O -1.3657 1.1603 2.8312 -1.80 0.11 -1.19 -0.73
C -0.8380 1.5161 1.5636 -1.12 -1.19 -1.93 -0.46
P 0.0360 -0.0104 0.9586 -1.66 0.07 0.76 0.83
C 1.0212 -0.1487 -0.6116 -0.57 0.98 -0.69 -0.18
O 1.7367 -1.2964 -0.3908 -1.53 -3.35 0.45 -0.69
C 0.1846 -0.0705 -1.8955 0.20 2.59 1.04 -0.09
O -0.8627 -0.9731 -1.7507 -0.09 -0.41 -0.65 -0.71
H -0.6839 1.0835 3.4490 1.76 0.13 1.49 0.46
H -1.7740 1.6379 0.8832 1.51 0.04 1.00 0.16
H 1.0257 -0.0789 1.9109 0.63 -0.16 0.21 -0.04
H -0.3996 -1.4990 1.1769 0.38 1.53 -0.60 -0.08
H 1.7026 0.6735 -0.6999 0.58 0.56 0.39 0.22
H 0.9894 -1.9817 -0.1403 2.46 1.39 -0.83 0.48
H 0.7556 -0.1703 -2.8835 -0.47 -0.02 1.53 0.19
H -0.2506 1.0205 -1.8016 0.80 -1.62 -0.65 0.16
H -1.2776 -0.8629 -2.5996 -1.10 -0.66 -0.33 0.48
```
Forces are in eV/Å.

Computed properties:
- orbital gap (eV) = 7.7
- energy relative to the best compared isomer or geometry (same formula, charge and spin) (kcal/mol) = 122.9
- structure (SMILES) = OC=[PH2][C@@H](O)CO
- net charge = 0
- LUMO (Ha) = 0.019
- energy (eV) = -18683.3851
- largest force on an atom (eV Å⁻¹) = 3.7


Q: Which of these has the highest net charge?
A: C2H3InLiO2